[1]
{"formula": "C22H23I2N3O11S", "method": "ωB97M-V/def2-TZVPD", "elements": ["C", "C", "C", "C", "C", "C", "C", "S", "O", "O", "O", "C", "N", "C", "C", "C", "O", "N", "O", "C", "O", "N", "C", "I", "C", "C", "I", "C", "O", "H", "H", "H", "H", "H", "H", "H", "H", "H", "H", "H", "H", "H", "H", "H", "H", "H", "H", "H", "O", "C", "C", "C", "O", "C", "O", "C", "C", "O", "H", "H", "H", "H"], "xyz": [[3.1154, 2.6208, 0.2953], [1.9673, 2.0611, -0.6170], [2.3417, 1.5818, -1.9580], [3.8056, 1.5895, -2.4944], [4.3149, 0.0738, -2.5099], [4.7743, -0.4169, -1.0902], [4.9849, -1.9714, -0.9602], [3.6370, -2.9885, -1.6498], [2.3172, -2.4676, -1.2900], [3.7489, -4.3617, -1.1709], [3.7658, -3.0724, -3.2962], [1.3062, 1.0552, -2.8763], [1.6119, 0.6042, -4.1962], [-0.0484, 0.9973, -2.3778], [-0.4186, 1.4449, -1.0129], [0.5742, 1.9968, -0.1235], [0.2096, 2.4469, 1.1581], [0.2288, 1.3585, 2.0812], [1.3034, 1.3355, 2.5443], [-1.9447, 1.1783, -0.8286], [-2.5333, 1.2613, 0.2113], [-2.3398, 0.7848, -2.1229], [-3.7522, 0.5621, -2.4560], [-5.0659, 2.2011, -1.8119], [-4.3297, -0.8566, -2.0736], [-4.0969, -1.2969, -0.5871], [-3.7025, -2.4486, -3.4222], [-1.3428, 0.4895, -3.0993], [-1.4703, 0.0215, -4.1932], [3.8315, 3.2184, -0.3194], [2.6311, 3.3269, 1.0179], [3.6021, 1.7682, 0.8342], [3.8839, 1.9565, -3.5499], [4.5165, 2.1506, -1.8430], [3.4856, -0.5376, -2.9376], [5.2012, -0.0384, -3.1951], [4.0365, -0.0732, -0.3172], [5.7537, 0.0756, -0.8552], [5.9640, -2.2873, -1.4127], [5.0287, -2.2068, 0.1390], [3.0460, -2.4965, -3.6338], [2.4313, 1.0901, -4.5671], [0.8220, 0.7495, -4.8268], [-3.8084, 0.6160, -3.5793], [-5.4443, -0.7772, -2.2081], [-4.3570, -2.3923, -0.5275], [-3.0208, -1.2438, -0.2631], [-4.7809, -0.7827, 0.1422], [-3.7019, -2.4972, 7.0293], [-3.5221, -1.6208, 6.2034], [-4.0711, -1.6866, 4.8501], [-3.8317, -0.7060, 3.9734], [-4.3256, -0.7402, 2.7222], [-3.0010, 0.4804, 4.3371], [-2.7974, 1.3362, 3.4997], [-2.4709, 0.5586, 5.6981], [-2.7128, -0.4198, 6.5756], [-2.2389, -0.3714, 7.8352], [-4.6690, -2.5518, 4.5984], [-4.0072, 0.0798, 2.2914], [-1.8856, 1.4311, 5.9540], [-2.5496, -1.1927, 8.2624]], "atomic_forces_ev_per_a": [[-1.40, 0.24, -0.34], [0.01, -0.61, -0.93], [-1.58, 0.35, 0.36], [0.03, -1.40, 0.48], [0.43, 0.25, -0.08], [-0.52, 0.09, -0.31], [0.67, 0.90, -0.01], [-2.84, -3.03, 1.49], [1.88, 1.08, -1.11], [1.46, 1.66, -0.93], [-0.13, 1.00, 1.57], [-0.78, 0.49, 1.45], [-0.06, 1.00, 0.92], [0.40, 0.41, 1.37], [1.73, -0.25, -1.46], [0.00, -1.02, -2.31], [-0.17, 0.77, -2.21], [1.79, -0.30, 0.79], [-1.00, -0.79, 0.44], [3.44, 0.33, -0.42], [-0.70, -0.13, -0.85], [-2.71, -0.78, -0.14], [0.13, -1.17, -1.47], [0.47, -0.63, -0.10], [-0.99, 1.03, 1.43], [0.06, -1.12, -0.10], [-0.06, 0.55, 0.32], [2.31, 1.71, 2.35], [-0.38, 0.29, 0.24], [-0.47, -0.69, 0.63], [0.62, -0.79, -0.39], [-0.24, 0.97, -0.39], [-0.19, 0.04, 0.99], [-0.76, -0.18, -0.68], [0.69, 0.40, 0.52], [-0.86, 0.20, 0.45], [0.56, -0.47, -0.72], [-0.79, -0.45, -0.10], [-1.10, 0.09, 0.22], [-0.31, -0.23, -1.19], [0.34, -0.30, 0.06], [-0.35, -0.32, 0.12], [0.18, -0.34, 0.26], [0.06, 0.15, 1.18], [1.17, -0.23, -0.17], [0.16, 1.10, 0.00], [-1.11, 0.20, -0.36], [0.83, -0.15, -0.87], [0.20, 0.26, 0.21], [-0.40, -0.40, -0.43], [0.06, -0.11, 0.31], [-0.56, -0.58, -0.58], [0.51, 0.54, 0.56], [0.38, 0.41, 0.37], [-0.19, -0.13, -0.15], [-0.03, 0.07, -0.26], [0.49, 0.54, 0.52], [-0.46, -0.50, -0.51], [0.02, 0.01, -0.01], [0.02, -0.07, -0.09], [0.00, -0.02, 0.01], [0.05, 0.06, 0.02]], "nbo_charge": [-0.6523, 0.0114, -0.0466, -0.4341, -0.3975, -0.4128, -0.6498, 2.2752, -0.9319, -0.9132, -0.8611, 0.1993, -0.8089, -0.1232, -0.1278, 0.2367, -0.4344, 0.4374, -0.2234, 0.7091, -0.5197, -0.5607, -0.1618, 0.1172, -0.3428, -0.6569, 0.1052, 0.7135, -0.5415, 0.2191, 0.2452, 0.2293, 0.2126, 0.2284, 0.2080, 0.2093, 0.2224, 0.2198, 0.2548, 0.2735, 0.5124, 0.3742, 0.4049, 0.2558, 0.2378, 0.2313, 0.2225, 0.2332, -0.5332, 0.4726, -0.3767, 0.3138, -0.6387, 0.4672, -0.5122, -0.3709, 0.3051, -0.6337, 0.2444, 0.5151, 0.2434, 0.5044], "energy_ha": -2837.47566}

[2]
{"formula": "C32H28BrGeN2O4Pd", "method": "ωB97M-V/def2-TZVPD", "elements": ["Pd", "Br", "C", "C", "C", "C", "C", "C", "N", "C", "C", "C", "C", "C", "C", "N", "H", "H", "H", "H", "H", "H", "H", "H", "H", "O", "C", "O", "H", "C", "Ge", "C", "C", "C", "C", "C", "C", "C", "C", "C", "C", "C", "C", "C", "C", "C", "C", "H", "H", "H", "H", "H", "H", "H", "H", "H", "H", "H", "H", "H", "H", "H", "C", "O", "C", "O", "H", "H", "H"], "xyz": [[1.5682, 1.0865, -0.5402], [-3.9202, 5.5353, 1.5730], [-2.5876, 4.1955, 1.4535], [-1.5115, 4.3688, 0.5991], [-0.5509, 3.3782, 0.5025], [-0.6425, 2.2108, 1.2637], [-1.7380, 2.0593, 2.1183], [-2.7075, 3.0443, 2.2119], [0.3441, 1.2164, 1.1265], [0.5648, 0.3158, 2.0468], [1.5165, -0.7238, 1.8189], [1.7386, -1.7626, 2.7321], [2.6597, -2.7368, 2.4253], [3.3539, -2.6749, 1.2148], [3.0823, -1.6266, 0.3561], [2.1980, -0.6814, 0.6547], [-1.4273, 5.2695, 0.0059], [0.2782, 3.5126, -0.1788], [-1.8602, 1.1478, 2.6901], [-3.5617, 2.9072, 2.8614], [0.0358, 0.3490, 2.9938], [1.1723, -1.7881, 3.6554], [2.8463, -3.5521, 3.1133], [4.0804, -3.4281, 0.9429], [3.5803, -1.5273, -0.6011], [2.9282, 1.0375, -2.2052], [2.3028, 1.8906, -2.9036], [1.1831, 2.3410, -2.5794], [2.7696, 2.2282, -3.8354], [0.7966, -0.7246, -3.8034], [0.1392, -0.3526, -1.9866], [-1.6962, 0.3167, -2.2487], [-2.6929, -0.6146, -2.5471], [-4.0057, -0.2029, -2.7390], [-4.3366, 1.1420, -2.6222], [-3.3509, 2.0749, -2.3316], [-2.0350, 1.6639, -2.1520], [0.0173, -2.1412, -1.1244], [0.7622, -3.1523, -1.6830], [0.8455, -4.4346, -1.0949], [0.2034, -4.6891, 0.0804], [-0.5791, -3.6846, 0.7027], [-1.2503, -3.9342, 1.9256], [-2.0312, -2.9766, 2.5071], [-2.1837, -1.7200, 1.8831], [-1.5297, -1.4423, 0.7147], [-0.6957, -2.4070, 0.0889], [0.1467, -1.4858, -4.2403], [1.8296, -1.0704, -3.8231], [0.7166, 0.1865, -4.3955], [-2.4431, -1.6699, -2.6143], [-4.7721, -0.9338, -2.9715], [-5.3628, 1.4602, -2.7614], [-3.6049, 3.1259, -2.2446], [-1.2614, 2.3927, -1.9555], [1.3130, -2.9688, -2.6003], [1.4283, -5.2094, -1.5791], [0.2785, -5.6609, 0.5582], [-1.1400, -4.9112, 2.3847], [-2.5429, -3.1808, 3.4398], [-2.8368, -0.9770, 2.3271], [-1.6569, -0.4769, 0.2428], [4.0317, 3.1030, 2.2468], [3.2111, 2.1242, 1.5731], [2.7947, 2.4286, 0.3348], [3.1134, 3.4168, -0.2635], [3.7288, 3.0929, 3.2897], [3.8792, 4.0851, 1.8105], [5.0764, 2.8158, 2.1558]], "atomic_forces_ev_per_a": [[-0.04, -1.00, -0.99], [0.07, -0.06, -0.01], [0.00, 0.02, -0.02], [-0.04, 0.03, 0.02], [0.17, -0.23, 0.01], [-0.57, 0.54, 0.32], [0.10, -0.14, -0.09], [-0.03, -0.09, 0.06], [0.34, -1.35, 0.75], [-0.89, 1.84, -0.83], [1.18, -1.16, -0.36], [-0.38, 0.57, -0.05], [0.39, -0.28, -0.31], [-0.29, 0.02, 0.37], [-0.01, 0.13, -0.06], [-0.45, 0.46, 0.20], [0.02, -0.04, 0.00], [0.12, -0.02, -0.06], [-0.03, 0.04, -0.02], [0.03, 0.00, -0.01], [0.03, -0.02, 0.00], [0.03, -0.02, -0.04], [-0.04, 0.04, -0.01], [-0.03, 0.02, 0.00], [-0.02, 0.03, 0.01], [-0.24, 0.14, 0.16], [-0.14, 0.08, 0.10], [0.27, -0.01, 0.28], [0.04, -0.03, -0.05], [0.04, 0.03, 0.10], [-0.25, -0.13, 0.24], [0.15, -0.27, 0.06], [-0.12, 0.19, 0.06], [-0.01, -0.06, 0.01], [-0.01, -0.03, -0.01], [0.02, 0.03, 0.02], [-0.08, -0.10, -0.06], [-0.13, 0.04, -0.26], [-0.04, 0.01, 0.07], [0.03, 0.00, 0.07], [0.05, -0.07, 0.03], [-0.03, 0.14, -0.04], [0.02, -0.03, -0.01], [0.02, 0.00, 0.05], [0.01, 0.02, 0.00], [0.03, -0.06, -0.04], [0.07, -0.22, -0.01], [0.03, 0.02, -0.04], [-0.01, 0.02, 0.00], [-0.01, -0.03, 0.00], [-0.04, 0.03, -0.01], [0.01, 0.04, 0.01], [0.02, 0.00, 0.00], [0.00, -0.04, -0.01], [0.03, 0.05, 0.01], [-0.06, -0.05, 0.04], [0.01, 0.01, 0.02], [-0.03, 0.03, -0.04], [-0.01, 0.03, 0.00], [-0.01, -0.01, -0.03], [0.01, -0.02, -0.01], [-0.04, 0.03, -0.05], [-0.10, -0.15, -0.08], [0.27, 0.20, 0.71], [0.09, 0.02, -0.30], [0.39, 0.74, 0.11], [0.03, -0.01, 0.06], [0.01, 0.04, -0.02], [0.06, 0.02, -0.01]], "nbo_charge": [0.9445, 0.0706, -0.0767, -0.2190, -0.2017, 0.1766, -0.2348, -0.2209, -0.4440, 0.1061, 0.2044, -0.2133, -0.1606, -0.2201, 0.0638, -0.4403, 0.2374, 0.2532, 0.2159, 0.2314, 0.2036, 0.2295, 0.2271, 0.2325, 0.2273, -0.6868, 0.6452, -0.6851, 0.1220, -1.0762, 1.1075, -0.4687, -0.1563, -0.2345, -0.2190, -0.2054, -0.2150, -0.4141, -0.2346, -0.2106, -0.1956, -0.0855, -0.1825, -0.2259, -0.2279, -0.2154, 0.0052, 0.2254, 0.2301, 0.2398, 0.1985, 0.2088, 0.2099, 0.2094, 0.2249, 0.2135, 0.2123, 0.2074, 0.2090, 0.2139, 0.2092, 0.2330, -0.2799, -0.5549, 0.5118, -0.6347, 0.1839, 0.2094, 0.1857], "de_lowest_kj_mol": 12.8, "spin_multiplicity": 2}

[3]
{"formula": "C3H5ClF2", "method": "ωB97M-V/def2-TZVPD", "elements": ["C", "C", "C", "F", "F", "Cl", "H", "H", "H", "H", "H"], "xyz": [[-1.2786, -0.4686, -0.2103], [-0.3690, 0.6277, -0.2787], [1.3482, 0.0518, 0.4836], [-0.5428, 1.6079, 0.5874], [1.1629, -1.3149, 0.6032], [2.6721, 0.3359, -0.6074], [-2.3049, -0.0992, -0.3775], [-1.2378, -1.0757, 0.7696], [-0.9688, -1.1774, -1.0885], [-0.0597, 1.0609, -1.2621], [1.5784, 0.4516, 1.3808]], "atomic_forces_ev_per_a": [[-0.99, -3.28, -0.56], [6.54, 0.04, 0.59], [-3.84, -2.06, -5.10], [-1.58, 2.02, 1.25], [0.47, 0.28, 0.39], [0.31, 0.21, -0.32], [0.26, -0.32, -0.01], [-0.02, 1.14, -1.55], [-0.83, 1.09, 1.67], [-0.57, -0.58, 0.63], [0.25, 1.48, 2.99]], "nbo_charge": [-0.7007, 0.2585, 0.1391, -0.3495, -0.3649, -0.0480, 0.2368, 0.2471, 0.2442, 0.1771, 0.1603], "de_lowest_kj_mol": 180.6}

[4]
{"formula": "C6H22IN8O5", "method": "ωB97M-V/def2-TZVPD", "elements": ["I", "C", "C", "O", "H", "H", "H", "H", "H", "H", "C", "O", "N", "N", "H", "H", "H", "H", "C", "O", "N", "N", "H", "H", "H", "H", "C", "O", "N", "N", "H", "H", "H", "H", "C", "O", "N", "N", "H", "H", "H", "H"], "xyz": [[0.1898, -1.3577, 0.7117], [-1.1561, 1.7145, -3.9528], [-0.5591, 1.1126, -2.7020], [-1.5951, 0.3928, -2.0572], [-1.3724, 0.8623, -4.5971], [-0.4625, 2.3981, -4.4424], [-2.0338, 2.2891, -3.6568], [-0.3531, 2.0381, -2.1644], [0.3757, 0.6326, -2.9915], [-1.1904, -0.0762, -1.3238], [-3.8967, -0.0131, 2.2310], [-5.0740, 0.3756, 2.3521], [-3.5440, -1.1398, 2.7539], [-3.0051, 0.7357, 1.5790], [-4.3262, -1.7084, 3.0452], [-2.6490, -1.5609, 2.5496], [-3.4119, 1.5706, 1.1818], [-2.0482, 0.4168, 1.5285], [4.5074, -0.3418, 1.4882], [4.6876, -1.5528, 1.6693], [3.4032, 0.3446, 1.4262], [5.5083, 0.4767, 1.4403], [3.5842, 1.3262, 1.2719], [2.4900, -0.0869, 1.4245], [6.4583, 0.1384, 1.3844], [5.3473, 1.4736, 1.4611], [0.7472, -4.7755, -1.8057], [0.8864, -5.6969, -2.4897], [0.9217, -4.8900, -0.5405], [0.3967, -3.5435, -2.2493], [0.8045, -4.0730, 0.0416], [0.8848, -5.8462, -0.2173], [0.1359, -2.8567, -1.5563], [0.2769, -3.3401, -3.2314], [-0.0607, 3.1039, 1.5172], [1.0661, 3.1963, 1.8918], [-0.4871, 2.2869, 0.5810], [-1.0406, 3.9620, 1.7434], [-1.3722, 2.3954, 0.1068], [0.0832, 1.4534, 0.5667], [-1.9270, 3.5125, 1.5638], [-1.1901, 4.6509, 2.4668]], "atomic_forces_ev_per_a": [[0.03, -0.16, 0.15], [-0.04, -0.66, -0.21], [-0.42, 2.38, -0.69], [0.63, -0.45, 0.01], [-0.49, 0.42, -0.44], [0.10, -0.14, -0.01], [-0.20, -0.23, -0.33], [0.67, -0.33, 0.90], [-0.12, -0.74, 0.58], [-0.12, -0.18, 0.13], [-4.05, 2.93, -0.45], [0.88, -0.08, -0.28], [1.54, -3.42, 1.26], [0.97, 0.12, -0.31], [0.39, -0.08, 0.08], [-0.33, -0.15, 0.20], [0.58, -0.20, -0.08], [-0.16, 0.83, -0.32], [0.98, -4.29, 1.18], [-1.07, 0.42, -0.55], [-3.41, 1.15, -0.40], [4.35, 2.84, -0.40], [-1.49, -0.16, -0.04], [0.42, 0.49, 0.22], [-0.37, 0.03, 0.17], [0.57, -0.29, -0.07], [-0.92, 3.27, -1.11], [0.60, -5.01, -4.69], [0.36, 0.35, 5.09], [-0.31, 1.73, -0.05], [0.06, -0.75, 0.42], [0.20, 0.46, 0.43], [-0.03, -0.01, -0.67], [0.04, -0.27, 0.37], [0.29, 2.25, -0.18], [2.36, -0.57, 1.34], [0.38, -3.49, -1.88], [-3.90, 2.11, 1.31], [0.48, -0.45, 0.02], [-0.48, -0.02, -0.93], [-0.15, 0.51, 0.11], [1.17, -0.16, 0.08]], "nbo_charge": [0.0209, -0.6111, -0.0867, -0.7219, 0.2073, 0.2112, 0.2099, 0.1559, 0.1697, 0.4591, 0.7451, -0.6898, -0.8098, -0.8460, 0.4236, 0.3748, 0.4169, 0.3838, 0.7408, -0.6772, -0.8073, -0.8154, 0.3954, 0.3857, 0.4124, 0.3733, 0.7526, -0.6421, -0.8251, -0.8619, 0.3717, 0.4151, 0.3655, 0.4109, 0.7547, -0.6460, -0.8568, -0.8223, 0.4026, 0.3923, 0.3596, 0.4085], "energy_ha": -1353.77104, "spin_multiplicity": 2}

| no. | F_max (eV/Å) |
| --- | --- |
| 1 | 4.414 |
| 2 | 2.207 |
| 3 | 6.706 |
| 4 | 6.887 |